(1)
{"formula": "C45H90Br2IN6O13PS", "method": "wB97M-V/def2-TZVPD", "spin_multiplicity": 1, "homo_lumo_gap_ev": 6.54, "de_lowest_kj_mol": 0.0, "smiles": "C[C@H](I)Cc1nc2c(S(C)(=O)=O)c(P(C)C)c(COCOCCO)c(Br)c2nc1CCCBr.COCCNCCOC.COCCNCCOC.COCCNCCOC.COCCNCCOC", "energy_ha": -9260.2537, "mol_weight_da": 1273.00, "elements": ["I", "Br", "Br", "S", "P", "O", "O", "O", "O", "O", "O", "O", "O", "O", "O", "O", "O", "O", "N", "N", "N", "N", "N", "N", "C", "C", "C", "C", "C", "C", "C", "C", "C", "C", "C", "C", "C", "C", "C", "C", "C", "C", "C", "C", "C", "C", "C", "C", "C", "C", "C", "C", "C", "C", "C", "C", "C", "C", "C", "C", "C", "C", "C", "C", "C", "C", "C", "C", "C", "H", "H", "H", "H", "H", "H", "H", "H", "H", "H", "H", "H", "H", "H", "H", "H", "H", "H", "H", "H", "H", "H", "H", "H", "H", "H", "H", "H", "H", "H", "H", "H", "H", "H", "H", "H", "H", "H", "H", "H", "H", "H", "H", "H", "H", "H", "H", "H", "H", "H", "H", "H", "H", "H", "H", "H", "H", "H", "H", "H", "H", "H", "H", "H", "H", "H", "H", "H", "H", "H", "H", "H", "H", "H", "H", "H", "H", "H", "H", "H", "H", "H", "H", "H", "H", "H", "H", "H", "H", "H"], "positions_angstrom": [[-0.968, 3.734, -2.516], [4.834, 0.174, 2.657], [-2.192, -1.234, 2.335], [-1.966, -1.081, -4.159], [-4.473, -2.813, -2.672], [-6.667, -0.266, 1.413], [5.951, 1.237, 10.892], [-2.700, -2.087, -4.878], [3.064, -1.593, -1.545], [0.599, 7.584, 7.269], [-4.668, -3.116, -11.299], [5.494, -0.848, 6.835], [3.105, 4.745, 4.694], [-0.557, -1.135, -4.466], [-5.477, -2.052, 0.786], [-9.844, 1.017, 0.595], [-6.891, -3.982, -7.380], [4.960, -4.847, -4.163], [2.547, 5.104, 7.625], [-0.389, 0.316, 0.543], [-5.142, -1.680, -8.704], [-0.360, 0.385, -2.277], [2.251, -4.313, -2.987], [5.468, 1.976, 7.846], [-5.502, -1.928, -7.307], [1.526, 1.830, -2.330], [-5.455, -0.657, 0.812], [1.035, 7.442, 5.931], [4.329, 5.451, 4.736], [5.904, 2.801, 8.971], [1.075, 3.223, -2.886], [-6.176, -2.507, -2.055], [2.996, 3.699, 5.657], [6.694, 2.143, 10.099], [-2.210, -1.142, -2.365], [0.480, 1.009, -0.136], [1.428, -3.226, -2.460], [1.569, 5.691, 8.540], [5.809, -0.066, 10.360], [-8.683, 0.983, 1.421], [-7.422, 0.639, 0.626], [-3.902, -2.317, -9.131], [-4.244, -2.708, 0.488], [4.084, -0.960, 6.832], [2.023, 4.053, 6.761], [3.713, -5.146, -4.780], [1.995, -1.811, -2.458], [-1.275, -0.392, -0.215], [1.984, 4.333, -2.336], [-6.753, -4.521, -8.680], [4.345, -1.998, -1.991], [-5.730, -3.363, -6.850], [3.476, 1.469, 2.149], [-3.738, -2.267, -10.636], [0.336, 6.376, 7.957], [-3.199, -1.866, -1.704], [5.343, -5.745, -3.141], [0.505, 1.045, -1.566], [2.784, 0.995, 0.874], [-2.555, 0.536, -4.646], [-3.221, -1.895, -0.258], [2.638, -4.156, -4.384], [6.541, 1.334, 7.095], [5.994, 0.290, 6.144], [1.476, 1.798, 0.658], [-2.257, -1.189, 0.428], [-1.272, -0.372, -1.606], [-4.066, -4.593, -2.588], [-5.700, -2.437, -11.984], [-6.314, -1.506, -1.663], [-5.411, -0.211, -0.189], [-9.906, 1.891, 0.206], [-8.842, 0.240, 2.194], [1.079, 4.348, 6.282], [3.974, 3.422, 6.062], [-6.881, 1.567, 0.424], [-6.428, -3.195, -1.246], [-7.468, -5.339, -8.775], [5.241, 0.718, 5.482], [3.834, -1.962, 7.178], [0.482, -3.213, -3.010], [-4.731, -1.486, -6.669], [5.183, 4.767, 4.761], [2.600, 2.830, 5.122], [-3.858, -3.372, -8.834], [3.871, -5.061, -5.859], [0.576, 6.581, 5.439], [0.742, 8.344, 5.392], [1.034, 2.069, 1.614], [3.447, 1.186, 0.033], [2.104, 6.435, 9.136], [1.191, -3.484, -1.423], [-5.888, -3.321, -5.769], [1.237, 4.910, 9.232], [3.613, -0.239, 7.510], [-8.578, 1.957, 1.900], [-3.830, -3.139, 1.392], [-2.985, -4.706, -2.612], [2.268, -1.466, -3.462], [6.390, -5.554, -2.912], [3.009, 3.987, -2.248], [-6.427, -1.375, -7.120], [1.832, 3.160, 7.364], [-3.056, 0.995, -3.796], [-4.483, -5.138, -1.739], [-6.199, -3.162, -12.626], [-3.058, -1.800, -8.665], [-7.754, 0.131, -0.282], [-5.898, -2.006, -9.291], [1.605, 4.645, -1.364], [2.125, 7.368, 5.872], [3.967, 2.411, 1.936], [4.549, -3.037, -1.722], [4.384, 6.125, 5.598], [2.730, 1.568, 2.926], [1.200, -1.150, -2.117], [2.530, -0.060, 0.908], [1.770, 1.210, -3.190], [-4.850, -3.999, -7.004], [5.084, -1.380, -1.479], [4.464, -1.862, -3.069], [6.818, -0.065, 5.518], [3.404, -6.174, -4.570], [3.028, -3.151, -4.592], [-4.644, -0.251, 1.420], [7.620, 1.673, 9.746], [1.759, -4.313, -5.016], [-0.264, 5.703, 7.333], [-6.446, -2.022, -11.298], [7.268, 0.837, 7.750], [2.450, 1.962, -1.782], [2.926, 5.843, 7.049], [6.998, 2.942, 10.780], [1.239, 3.203, -3.956], [4.392, 6.054, 3.831], [-1.678, 1.133, -4.859], [6.492, 3.636, 8.576], [3.677, -0.826, 5.825], [1.935, 5.204, -2.984], [-5.749, -4.917, -8.855], [4.917, -0.146, 9.732], [-4.434, -5.061, -3.496], [4.845, 1.262, 8.200], [-0.299, 6.656, 8.800], [-3.803, -1.240, -11.009], [1.698, 2.743, 0.166], [3.085, -4.386, -2.420], [7.074, 2.096, 6.517], [5.240, -6.785, -3.465], [5.002, 3.233, 9.412], [-6.878, -2.686, -2.863], [5.678, -0.751, 11.198], [-3.227, 0.435, -5.489], [6.691, -0.376, 9.794], [4.762, -5.596, -2.224], [-7.001, -3.782, -9.447], [-5.302, -1.633, -12.610], [-4.499, -3.554, -0.148], [-2.742, -2.646, -10.881]], "forces_ev_per_angstrom": [[0.0, 0.1, -0.2], [0.0, 0.2, 0.1], [0.0, 0.0, -0.2], [0.9, -0.5, -1.8], [-0.1, 1.1, -2.2], [0.4, 0.2, -0.1], [0.0, -0.1, -0.1], [-0.7, 0.1, 0.5], [0.0, 0.0, -0.1], [0.0, -0.1, -0.1], [-0.1, 0.2, -0.1], [-0.2, 0.1, 0.0], [0.2, 0.0, 0.1], [0.2, 0.1, 0.7], [0.4, 0.0, -0.1], [0.1, -0.2, 0.1], [0.1, 0.0, -0.1], [0.0, -0.2, 0.1], [-0.1, 0.0, -0.1], [-0.1, -0.1, -1.0], [0.0, -0.1, 0.0], [-0.3, 0.3, 0.5], [0.1, 0.1, 0.0], [0.1, -0.1, 0.1], [-0.1, 0.2, -0.1], [-0.4, 0.1, -0.6], [-0.7, 0.6, 0.5], [0.0, 0.2, 0.1], [-0.1, 0.0, -0.1], [-0.2, 0.0, -0.1], [1.3, -0.2, 0.4], [0.3, -1.0, 1.1], [-0.1, -0.2, -0.1], [0.1, 0.2, 0.1], [-0.4, -0.3, 0.6], [0.3, 0.5, 0.5], [0.0, -0.2, 0.1], [0.2, 0.0, 0.0], [-0.1, 0.0, 0.2], [-0.2, 0.4, -0.2], [-0.7, -0.4, 0.6], [-0.3, 0.0, 0.0], [-0.3, -0.4, -0.4], [0.1, -0.1, 0.0], [0.1, 0.2, 0.0], [0.0, 0.2, -0.3], [-0.1, 0.1, 0.1], [-0.4, -0.4, 0.8], [-0.9, 0.1, 0.0], [-0.2, 0.0, 0.1], [0.0, 0.1, 0.2], [0.0, 0.0, 0.3], [-0.3, -0.4, -0.9], [0.3, -0.2, 0.1], [-0.1, 0.0, 0.2], [-0.2, -0.5, 0.5], [0.1, 0.1, 0.0], [-0.1, 0.0, 0.0], [-0.4, 0.6, 0.1], [0.0, 0.1, 0.8], [0.8, 0.6, -0.1], [0.1, 0.0, 0.2], [-0.2, 0.0, 0.2], [0.4, -0.1, 0.0], [0.4, 0.1, 0.0], [-0.3, -0.2, 0.4], [0.1, 0.1, -0.9], [-0.2, -0.1, 0.5], [0.0, -0.1, 0.0], [0.1, 0.2, -0.2], [0.2, -0.2, -0.2], [-0.1, 0.1, -0.1], [0.0, -0.2, 0.0], [0.0, -0.1, 0.0], [0.0, 0.1, 0.1], [0.3, -0.1, -0.3], [-0.2, 0.1, 0.1], [0.0, 0.0, 0.0], [-0.1, 0.0, 0.1], [0.0, 0.0, 0.0], [0.0, 0.1, -0.1], [0.0, -0.1, 0.0], [0.0, 0.0, 0.0], [0.0, 0.0, 0.0], [0.2, 0.0, 0.0], [0.0, 0.0, 0.0], [0.1, -0.1, 0.0], [0.0, 0.0, 0.0], [-0.2, -0.2, 0.1], [0.1, -0.4, -0.1], [0.0, 0.0, 0.1], [0.0, 0.0, 0.0], [0.0, 0.0, 0.0], [-0.1, 0.0, 0.0], [-0.1, 0.0, -0.1], [0.1, 0.0, 0.2], [0.2, 0.2, 0.2], [0.1, 0.1, 0.1], [0.1, -0.1, 0.0], [0.0, 0.0, 0.0], [0.1, 0.0, -0.1], [0.0, 0.0, 0.1], [0.0, 0.0, 0.0], [-0.2, 0.0, -0.1], [0.1, 0.0, 0.1], [0.0, 0.0, 0.0], [0.0, 0.0, 0.0], [0.1, 0.2, -0.3], [0.0, 0.0, 0.0], [0.3, 0.0, 0.2], [0.0, -0.1, -0.1], [0.1, 0.2, 0.4], [0.0, 0.0, -0.2], [0.1, 0.0, 0.0], [0.3, 0.0, 0.4], [0.2, -0.3, -0.1], [0.2, -0.2, 0.1], [0.0, -0.1, -0.1], [0.0, 0.0, -0.1], [0.0, 0.0, 0.0], [0.0, -0.1, 0.0], [0.0, 0.0, 0.0], [0.0, 0.0, 0.1], [0.0, 0.0, -0.1], [0.2, -0.2, 0.0], [-0.1, -0.1, -0.1], [0.0, 0.0, 0.0], [0.1, 0.0, -0.1], [0.0, 0.1, 0.0], [0.1, 0.0, -0.1], [0.0, 0.0, 0.3], [0.0, 0.0, 0.0], [0.0, 0.0, 0.0], [-0.5, 0.0, -0.2], [0.0, 0.0, 0.0], [0.1, 0.0, -0.2], [0.1, 0.0, 0.0], [0.0, 0.0, 0.0], [0.1, 0.1, 0.0], [0.0, 0.1, 0.0], [0.1, -0.1, -0.1], [-0.1, 0.1, -0.1], [0.0, 0.0, 0.0], [0.0, 0.0, 0.0], [-0.1, 0.0, 0.0], [0.0, 0.1, -0.1], [0.0, 0.0, 0.0], [0.0, 0.0, 0.0], [0.0, 0.0, 0.0], [0.0, 0.1, 0.0], [0.1, 0.1, -0.3], [0.0, 0.0, 0.0], [0.0, -0.1, -0.1], [0.0, 0.0, -0.1], [0.0, -0.1, 0.0], [0.1, 0.0, -0.1], [0.0, 0.0, 0.0], [-0.1, 0.0, 0.0], [0.0, 0.0, 0.0]]}


(2)
{"formula": "C2H2BrO3", "method": "wB97M-V/def2-TZVPD", "charge": -1, "spin_multiplicity": 1, "homo_lumo_gap_ev": 7.82, "de_lowest_kj_mol": 300.0, "energy_ha": -2877.1288, "mol_weight_da": 153.94, "elements": ["Br", "O", "O", "O", "C", "C", "H", "H"], "positions_angstrom": [[3.195, -1.234, -0.013], [-1.202, 0.414, 0.383], [3.259, 2.410, 0.732], [2.521, 1.434, -1.310], [2.695, 1.592, 0.022], [1.958, 0.461, -0.199], [-1.272, -0.542, 0.732], [-0.239, 0.621, 0.237]], "forces_ev_per_angstrom": [[-0.3, 0.7, -0.1], [0.0, -1.7, 0.8], [-0.8, -1.0, -1.0], [0.1, 0.0, 1.1], [2.4, 2.7, 0.5], [-1.5, -2.3, -0.4], [0.7, 2.5, -1.0], [-0.6, -0.9, 0.1]]}


Number 1: lowest unoccupied orbital energy -0.040 hartree, HOMO energy -7.6 eV. Number 2: lowest unoccupied orbital energy 0.129 hartree, HOMO energy -4.3 eV.